Record 1
Here is 2 unconnected molecules or ions with the total composition CH4O2S in a non-equilibrium geometry from the Open Molecules 2025 dataset. Energies are from wB97M-V/def2-TZVPD.

Each line ends with the Mulliken charge.
Geometry (Å):
S 0.48654 -3.23565 0.41628  -0.2606
H 0.61174 -2.07093 1.03642  0.1486
H 0.05865 -2.60189 -0.67788  0.1041
O -1.17469 2.63978 0.08121  -0.4139
C -0.17923 2.02077 -0.01802  0.2428
O -0.07043 0.66162 -0.07126  -0.4085
H 0.84742 2.40186 -0.02815  0.2790
H -0.58000 0.18445 -0.73861  0.3085

Calculated values
LUMO in eV: 0.5
HOMO in Ha: -0.3637
SMILES: O=CO.S



Record 2
Here is 2 unconnected molecules or ions with the total composition CH4O2S in a non-equilibrium geometry from the Open Molecules 2025 dataset. Energies are from wB97M-V/def2-TZVPD.

Each line ends with the Mulliken charge.
Geometry (Å):
S -1.79502 -0.91192 -1.81157  -0.3106
H -1.95369 -1.12315 -0.49208  0.1557
H -1.71774 -2.21987 -2.09132  0.1507
O -0.04427 1.58366 0.88945  -0.4713
C 0.85959 0.87082 0.56260  0.2290
O 1.84215 0.35433 1.31313  -0.4131
H 0.94115 0.51662 -0.47471  0.3227
H 1.86783 0.92950 2.10451  0.3370

Calculated values
LUMO in eV: 0.7
HOMO in Ha: -0.3621
SMILES: O=CO.S



Record 3
Here is 2 unconnected molecules or ions with the total composition CH4O2S2 in a non-equilibrium geometry from the Open Molecules 2025 dataset. Energies are from wB97M-V/def2-TZVPD.

Each line ends with the Mulliken charge.
Geometry (Å):
S -0.98472 1.21145 -1.80667  0.1367
S 0.72357 0.48473 -1.08559  0.1964
H -0.97136 0.64423 -3.04070  0.3076
H 0.28953 -0.36061 -0.11747  0.3026
O 1.14724 -0.63748 2.33769  -0.3859
C 0.38641 -1.52574 2.13176  0.1909
O -0.86517 -1.20527 1.68302  -0.4425
H 0.56675 -2.60411 2.24532  0.3576
H -1.54043 -1.78909 2.05794  0.3366

Calculated values
Spin multiplicity: 2
LUMO (alpha / beta) in eV: -5.1 / -9.3
HOMO (alpha / beta) in Ha: -0.5428 / -0.5427
Total charge: +1